Entry 1:
A structure of composition C2HCsO4 at a distorted geometry. Source: the Open Molecules 2025 dataset; level of theory: ωB97M-V/def2-TZVPD.

Geometry (Å):
1 O 0.31541 0.13629 -2.77128
2 C -0.12271 -0.76248 -2.01528
3 O -0.48250 -0.53826 -0.82794
4 C 0.32977 -0.02028 2.96092
5 O 0.36830 -0.85184 3.76480
6 O 0.28904 0.99872 2.38715
7 Cs -0.50234 2.84053 -1.09890
8 H -0.19498 -1.80268 -2.39946

Output
**Charge**: 0
**E**: -10828.980 eV
**Max |F|**: 2.197 eV/A
**HOMO-LUMO gap**: 7.1365 eV
**Multiplicity**: 1

Entry 2:
A cluster of 2 separate species, C4H9NO2 in total at a distorted geometry. Source: the Open Molecules 2025 dataset; level of theory: ωB97M-V/def2-TZVPD.

Geometry (Å):
1 C -1.85374 -0.92082 -0.54024
2 C -0.58568 -0.07525 -0.60793
3 O -0.92393 1.22820 -1.08891
4 C 0.15477 0.07624 0.72332
5 N 1.55724 -0.28657 0.68995
6 C 2.34364 0.72298 0.31475
7 O 1.84536 1.81588 -0.01450
8 H -1.63458 -1.97982 -0.36463
9 H -2.40297 -0.82417 -1.48210
10 H -2.50827 -0.57267 0.27067
11 H 0.09000 -0.48203 -1.36866
12 H -1.38886 1.65564 -0.35420
13 H 0.58638 1.43652 0.44786
14 H -0.31800 -0.57028 1.50309
15 H 1.95982 -1.12814 1.07316
16 H 3.41995 0.57968 0.31382

Output
**Charge**: 0
**E**: -9876.964 eV
**Max |F|**: 2.584 eV/A
**HOMO-LUMO gap**: 9.5268 eV
**Multiplicity**: 1

Entry 3:
An isolated molecule of C8H16O5Si at a distorted geometry. Source: the Open Molecules 2025 dataset; level of theory: ωB97M-V/def2-TZVPD.

Geometry (Å):
1 C -2.64581 2.18388 -1.22450
2 C -2.35725 0.89064 -1.28908
3 C -3.44523 -0.10816 -1.26177
4 C -0.93900 0.48895 -1.37769
5 O -0.13805 1.35601 -1.62470
6 O -0.64316 -0.83693 -1.10786
7 C 0.72098 -0.97754 -1.01156
8 Si 1.34310 -0.52081 0.71896
9 O 2.48898 0.64502 0.48844
10 C 2.11957 1.83535 -0.10175
11 O 0.02366 0.06906 1.48835
12 C -0.97990 -0.83322 1.80842
13 O 1.98247 -1.88446 1.39755
14 C 3.32358 -1.86399 1.75854
15 H -1.84041 2.91486 -1.22097
16 H -3.62639 2.56998 -1.14300
17 H -3.00965 -1.03070 -0.86886
18 H -3.76407 -0.30292 -2.29421
19 H -4.31759 0.13800 -0.65132
20 H 1.18548 -0.35510 -1.78789
21 H 0.98950 -2.02948 -1.22876
22 H 1.02828 1.84193 -0.28320
23 H 2.66431 1.89738 -1.04754
24 H 2.46367 2.67169 0.54866
25 H -0.57470 -1.51441 2.57567
26 H -1.20302 -1.38613 0.92674
27 H -1.83919 -0.29412 2.22097
28 H 3.45090 -1.08051 2.50378
29 H 3.95883 -1.64702 0.91457
30 H 3.58012 -2.83725 2.17399

Output
**Charge**: 0
**E**: -26672.166 eV
**Max |F|**: 3.531 eV/A
**HOMO-LUMO gap**: 10.2458 eV
**Multiplicity**: 1
**SMILES string**: C=C(C)C(=O)OC[Si](OC)(OC)OC

Entry 4:
A cluster of 10 separate species, C6H33N2O9 in total at a distorted geometry. Source: the Open Molecules 2025 dataset; level of theory: ωB97M-V/def2-TZVPD.

Geometry (Å):
1 C -2.11078 3.39360 0.62595
2 C -1.26875 2.21196 0.46971
3 C -1.10116 1.59231 1.82799
4 C -1.12119 0.07830 1.96277
5 C -0.54668 -0.79117 1.09206
6 N -0.65289 -2.18042 1.21978
7 C 0.55554 -2.95632 0.94447
8 N 0.08044 2.73532 -0.28192
9 H -3.15284 3.08671 0.85309
10 H -2.27500 3.97613 -0.30150
11 H -1.77141 4.12191 1.39229
12 H -1.70748 1.42681 -0.26514
13 H -1.94379 1.83064 2.59242
14 H -0.13867 1.91451 2.29499
15 H -1.59058 -0.36457 2.80895
16 H -0.01472 -0.45971 0.19158
17 H -1.20938 -2.52808 2.06510
18 H 1.06266 -3.03683 1.95090
19 H 0.14268 -4.00358 0.74119
20 H 1.29435 -2.56881 0.17137
21 H 0.41003 3.65399 0.01054
22 H -0.02710 2.59623 -1.25301
23 H 0.79222 2.08567 0.07805
24 H -1.54505 -1.36826 -3.25290
25 H -1.75506 -1.61850 -1.61728
26 O -1.19351 -1.13907 -2.43832
27 H 3.93709 -0.47275 -1.81891
28 H 2.39267 -0.77343 -2.30407
29 O 3.18771 -0.05438 -2.15416
30 H 5.22596 -0.97478 0.79337
31 H 3.94517 -1.70848 0.96388
32 O 4.58679 -1.44041 0.32399
33 H -4.61644 0.65550 -0.17855
34 H -4.12051 0.37150 1.15091
35 O -3.79446 0.32157 0.24503
36 H 3.29059 1.75361 0.12007
37 H 2.84002 0.67509 -0.96499
38 O 2.56472 1.22205 -0.09398
39 H 1.29064 1.35451 -2.26979
40 H 0.04085 0.56643 -2.74339
41 O 0.39086 1.47261 -2.47830
42 H 0.39608 -1.58031 -1.84468
43 H 1.21948 -2.52751 -2.60460
44 O 1.34766 -1.86430 -1.88231
45 H 2.00701 -0.27726 1.19873
46 H 2.22174 -0.42429 2.74302
47 O 1.75943 -0.78721 2.02092
48 H -2.70923 -2.59621 -0.07341
49 H -3.58072 -1.90993 -1.03965
50 O -3.03498 -2.69037 -0.99224

Output
**Charge**: +1
**E**: -28157.979 eV
**Max |F|**: 5.377 eV/A
**HOMO-LUMO gap**: 8.0536 eV
**Multiplicity**: 1

Calculated values (eV) of HOMO level for the records, taken in order: -7.87 -8.71 -9.65 -10.42.